19
Properties=species:S:1:pos:R:3:forces:R:3 method="wB97M-V/def2-TZVPD" e_tot_ha=-269.43041 smiles=CC[NH2+]CCN charge=+1 lumo_ev=-2.955 de_lowest_kcal_mol=44.1
C 1.812399 1.738110 -0.740353 -0.60 -1.47 1.83
C 0.374443 1.539109 -0.153352 -0.23 -0.75 2.30
N -0.514233 0.320682 -0.546178 0.87 1.50 -1.01
C 0.231079 -1.006237 -0.383283 -1.79 -0.38 -0.39
C -0.515248 -1.638852 0.837147 0.24 0.72 1.02
N -1.994507 -1.252428 0.850427 2.35 -0.63 -0.89
H 2.594073 1.012418 -0.455198 -0.76 -0.35 0.08
H 2.208008 2.609569 -0.208513 -0.33 0.47 -0.98
H 1.763566 1.679737 -1.803735 0.20 0.92 -0.82
H -0.168397 2.475419 -0.240326 -0.46 -0.19 -0.76
H 0.300330 1.393387 0.952608 1.07 0.29 -0.57
H -1.407398 0.159417 0.107113 0.95 0.21 -1.01
H -0.828336 0.518262 -1.521004 0.18 -0.72 0.88
H -0.099858 -1.620674 -1.307618 1.65 0.98 1.27
H 1.324345 -0.784075 -0.089701 -1.78 -0.79 -1.24
H -0.344010 -2.690811 0.988096 -0.14 -0.63 -0.79
H 0.066287 -1.278030 1.693982 -0.90 0.57 0.33
H -2.436677 -1.946020 0.229091 -0.34 0.58 0.88
H -2.365867 -1.228983 1.790796 -0.17 -0.34 -0.13

=====

19
Properties=species:S:1:pos:R:3:forces:R:3 method="wB97M-V/def2-TZVPD" e_tot_ha=-269.39695 smiles=CNCC[NH2+]C charge=+1 lumo_ev=-3.251 de_lowest_kcal_mol=65.1
C -1.191315 1.102240 -1.620029 -2.72 -3.21 -3.00
N -1.288330 0.863207 -0.239638 0.36 0.91 2.93
C -1.210017 -0.470783 0.374091 -0.57 -0.28 -1.02
C 0.161606 -1.226938 0.035471 0.67 0.80 -3.04
N 1.525452 -0.341083 0.147473 -3.63 0.09 0.42
C 1.677942 0.114619 1.571739 0.65 0.51 0.09
H -1.162363 0.074066 -2.196572 0.03 1.63 1.07
H -2.180878 1.512653 -2.070411 1.90 -0.04 0.71
H -0.301765 1.580124 -1.931606 0.73 1.15 -0.46
H -1.689164 1.685400 0.257083 0.48 -1.66 -0.06
H -2.034073 -1.096704 -0.087892 1.11 0.05 0.24
H -1.503037 -0.538160 1.460068 0.78 0.70 -0.99
H 0.259056 -1.480269 -1.137214 -0.77 0.30 2.75
H 0.335094 -2.128131 0.618549 -0.03 0.08 0.03
H 2.176675 -0.859761 -0.375413 1.79 -1.05 0.04
H 1.348142 0.467493 -0.466474 -0.19 0.02 0.59
H 2.195937 -0.569400 2.291335 -0.75 0.05 -1.13
H 2.273563 1.050583 1.591956 -0.67 -0.44 -0.06
H 0.607478 0.260843 1.777486 0.82 0.41 0.88

=====

What did the first record say?
19
Properties=species:S:1:pos:R:3:forces:R:3 method="wB97M-V/def2-TZVPD" e_tot_ha=-269.43041 smiles=CC[NH2+]CCN charge=+1 lumo_ev=-2.955 de_lowest_kcal_mol=44.1
C 1.812399 1.738110 -0.740353 -0.60 -1.47 1.83
C 0.374443 1.539109 -0.153352 -0.23 -0.75 2.30
N -0.514233 0.320682 -0.546178 0.87 1.50 -1.01
C 0.231079 -1.006237 -0.383283 -1.79 -0.38 -0.39
C -0.515248 -1.638852 0.837147 0.24 0.72 1.02
N -1.994507 -1.252428 0.850427 2.35 -0.63 -0.89
H 2.594073 1.012418 -0.455198 -0.76 -0.35 0.08
H 2.208008 2.609569 -0.208513 -0.33 0.47 -0.98
H 1.763566 1.679737 -1.803735 0.20 0.92 -0.82
H -0.168397 2.475419 -0.240326 -0.46 -0.19 -0.76
H 0.300330 1.393387 0.952608 1.07 0.29 -0.57
H -1.407398 0.159417 0.107113 0.95 0.21 -1.01
H -0.828336 0.518262 -1.521004 0.18 -0.72 0.88
H -0.099858 -1.620674 -1.307618 1.65 0.98 1.27
H 1.324345 -0.784075 -0.089701 -1.78 -0.79 -1.24
H -0.344010 -2.690811 0.988096 -0.14 -0.63 -0.79
H 0.066287 -1.278030 1.693982 -0.90 0.57 0.33
H -2.436677 -1.946020 0.229091 -0.34 0.58 0.88
H -2.365867 -1.228983 1.790796 -0.17 -0.34 -0.13

=====

Question: What is the charge in the second record?
Answer: +1

=====

Question: Which value of charge does entry 1 give?
Answer: +1